{"formula": "C9H34N8O8", "method": "ωB97M-V with the def2-TZVPD basis set", "relative_energy_kj_mol": 536.2, "homo_lumo_gap_ev": 7.0, "e_homo_ev": -7.4, "smiles": "NC(N)=O.NC(N)=O.NC(N)=O.NC(N)=O.CCO.CO.CO.CO", "symbols": ["N", "C", "N", "O", "H", "H", "H", "H", "N", "C", "N", "O", "H", "H", "H", "H", "N", "C", "N", "O", "H", "H", "H", "H", "N", "C", "N", "O", "H", "H", "H", "H", "C", "C", "O", "H", "H", "H", "H", "H", "H", "C", "O", "H", "H", "H", "H", "C", "O", "H", "H", "H", "H", "C", "O", "H", "H", "H", "H"], "xyz": [[27.2828, 0.5406, 14.8188], [27.9674, -0.5657, 14.7492], [28.2579, -0.9256, 13.5629], [28.4295, -1.3002, 15.8485], [26.9025, 0.9553, 15.6899], [27.2290, 1.2282, 14.0313], [29.0202, -1.6425, 13.5438], [28.0704, -0.3900, 12.6445], [24.9099, -0.7263, 14.9660], [23.9531, -0.3913, 15.7376], [22.7993, -0.7804, 15.1841], [24.1207, 0.0685, 17.0398], [25.8320, -0.3321, 15.0617], [24.8715, -1.2526, 14.1496], [21.9836, -0.6273, 15.8775], [22.5995, -0.7864, 14.1639], [27.6143, 6.3546, 15.9714], [28.0398, 5.1571, 16.1858], [28.8811, 4.7997, 15.2328], [27.5097, 4.2903, 17.1101], [26.8295, 6.8125, 16.5497], [27.8894, 6.9924, 15.2368], [29.2080, 3.7785, 15.2182], [29.4758, 5.5330, 14.9067], [25.6436, -1.7141, 18.7388], [25.5981, -1.6430, 20.0214], [24.9522, -0.5649, 20.4194], [25.9765, -2.6693, 20.8880], [26.1521, -2.4687, 18.2529], [25.3851, -0.9277, 18.1656], [24.6938, -0.6020, 21.3664], [24.8712, 0.3251, 19.9012], [24.1647, 4.6834, 16.0371], [24.6574, 3.4857, 15.2661], [24.0502, 3.4304, 13.9532], [24.6639, 4.6792, 16.9921], [23.0913, 4.5946, 16.2301], [24.4240, 5.5692, 15.4191], [24.4330, 2.5814, 15.7922], [25.7498, 3.5846, 15.1988], [24.6579, 3.7187, 13.2420], [30.3726, 1.9006, 13.8735], [29.7410, 2.1371, 15.1129], [29.7946, 1.5177, 13.0718], [31.0428, 1.0622, 13.9490], [30.9840, 2.7829, 13.5091], [29.0133, 1.5263, 15.2686], [27.5565, 1.0725, 17.8983], [26.5390, 1.7833, 17.1397], [27.5541, 1.2369, 18.9883], [28.5748, 1.2186, 17.6006], [27.3567, 0.0013, 17.8110], [26.8989, 2.6793, 17.0278], [25.0789, 3.1046, 19.8288], [24.8093, 1.7979, 19.2623], [25.9796, 3.3685, 19.3427], [25.1045, 3.1403, 20.9562], [24.3854, 3.7725, 19.3852], [25.2133, 1.7788, 18.3812]], "mulliken_charge": [-0.3814, 0.3563, -0.3157, -0.7180, -0.0520, 0.2664, 0.3265, 0.2591, -0.2082, 0.3277, -0.5155, -0.5558, 0.3992, 0.1881, 0.3138, 0.1998, -0.3759, 0.4274, -0.3386, -0.6412, 0.3001, 0.1716, 0.3907, 0.2035, -0.0371, 0.4437, -0.2695, -0.7802, 0.2185, -0.1787, 0.2010, 0.4751, -1.0393, 0.9596, -0.6351, 0.1840, 0.3640, 0.2554, -0.2600, -0.2614, 0.3481, -0.7722, -0.7004, 0.2674, 0.3408, 0.3250, 0.2170, -0.9681, 0.7657, 0.2910, 0.3749, 0.3578, -0.1022, -0.6601, -0.6934, 0.1826, 0.3211, 0.2324, 0.2047]}

{"formula": "C13H28AsF14O5S4", "method": "ωB97M-V with the def2-TZVPD basis set", "homo_lumo_gap_ev": 8.7, "e_homo_ev": -6.5, "charge": -1, "symbols": ["As", "F", "F", "F", "F", "F", "F", "C", "C", "C", "F", "F", "F", "F", "O", "C", "C", "F", "F", "F", "F", "H", "H", "H", "H", "C", "S", "O", "C", "H", "H", "H", "H", "H", "H", "C", "S", "O", "C", "H", "H", "H", "H", "H", "H", "C", "S", "O", "C", "H", "H", "H", "H", "H", "H", "C", "S", "O", "C", "H", "H", "H", "H", "H", "H"], "xyz": [[0.4937, -0.4201, -0.4503], [1.0349, 0.7735, 0.6900], [1.9111, -1.3763, -0.2748], [-0.1031, -1.6016, -1.5705], [-0.9844, 0.4565, -0.7122], [1.2868, 0.4740, -1.6830], [-0.2626, -1.2698, 0.8604], [4.1739, 1.0737, 1.0573], [4.0262, 1.7867, 2.3887], [2.9028, 2.8219, 2.3954], [2.9267, 3.5675, 3.5236], [2.9883, 3.6502, 1.3245], [3.6629, 0.8453, 3.3108], [5.2072, 2.3125, 2.7634], [4.8983, 1.8372, 0.1382], [4.6111, 1.6324, -1.2143], [3.4385, 2.5176, -1.6166], [3.6811, 3.8185, -1.3862], [3.2622, 2.3782, -2.9616], [5.7402, 1.9486, -1.8514], [4.3104, 0.3456, -1.4268], [3.2019, 0.6952, 0.7446], [4.7765, 0.1884, 1.3012], [1.9667, 2.2635, 2.2893], [2.5204, 2.1756, -1.1388], [-1.2395, 2.6858, -3.3981], [-2.0564, 1.4340, -4.4003], [-1.9989, 1.9902, -5.7853], [-0.7188, 0.2354, -4.2754], [-0.3154, 2.9720, -3.9047], [-0.9767, 2.2470, -2.4352], [-1.8586, 3.5786, -3.3465], [-0.6499, -0.1974, -5.2798], [-1.0062, -0.5566, -3.5887], [0.2738, 0.6501, -4.1203], [-0.9024, -5.3461, -1.6063], [-1.4410, -5.9246, 0.0006], [-2.9200, -5.7856, 0.0033], [-0.7717, -4.5111, 0.8816], [-1.1673, -6.0711, -2.3703], [0.1240, -4.9846, -1.6045], [-1.5215, -4.4646, -1.8241], [-1.2378, -4.4244, 1.8598], [-0.8965, -3.6425, 0.2387], [0.2900, -4.6313, 1.1120], [-0.1147, 0.2101, 4.8064], [-0.7007, -1.4402, 5.1876], [-1.5780, -1.3088, 6.3861], [-1.8364, -1.5362, 3.8060], [0.4128, 0.1653, 3.8466], [0.5772, 0.5949, 5.5478], [-0.9844, 0.8564, 4.6757], [-2.7069, -0.9961, 4.1889], [-2.0646, -2.5113, 3.3983], [-1.4751, -0.8859, 3.0039], [-4.1199, -0.2840, -1.3860], [-3.9345, 1.4839, -1.5858], [-5.2470, 2.0612, -1.9527], [-3.6399, 1.8378, 0.1668], [-5.1219, -0.5178, -1.0025], [-3.3442, -0.7449, -0.7832], [-4.1773, -0.7555, -2.3731], [-3.3994, 2.8936, 0.2165], [-2.7646, 1.2280, 0.4011], [-4.4615, 1.5016, 0.7939]], "mulliken_charge": [1.9398, -0.5446, -0.5868, -0.5489, -0.2972, -0.4648, -0.4316, 0.0721, 0.8308, 0.4935, -0.3062, -0.2484, -0.3097, -0.3199, -0.4414, 0.7793, 0.7648, -0.2944, -0.3007, -0.3233, -0.2329, -0.3177, 0.3743, -0.0510, -0.0711, -0.8066, 0.5460, -0.6995, -0.6532, 0.4056, 0.0570, 0.3929, 0.4737, 0.0858, 0.1403, -0.8468, 0.4256, -0.6250, -0.4174, 0.3685, 0.3364, 0.2201, 0.2526, -0.1254, 0.3984, -0.6285, 0.4771, -0.6562, -0.4566, 0.0212, 0.3690, 0.3543, 0.3881, 0.2763, -0.1316, -0.9077, 0.6840, -0.7217, -0.6502, 0.4134, 0.1670, 0.2897, 0.3237, -0.0735, 0.3692]}

{"formula": "C54H69N12O2", "method": "ωB97M-V with the def2-TZVPD basis set", "homo_lumo_gap_ev": 8.0, "e_homo_ev": -10.6, "charge": 1, "symbols": ["C", "C", "C", "N", "C", "N", "C", "C", "O", "C", "N", "N", "C", "C", "C", "C", "C", "C", "O", "C", "H", "H", "H", "H", "H", "H", "H", "H", "H", "H", "H", "H", "H", "H", "H", "H", "H", "H", "H", "H", "H", "H", "H", "H", "H", "H", "H", "H", "H", "N", "C", "C", "C", "C", "C", "H", "H", "H", "H", "H", "N", "C", "C", "C", "C", "C", "H", "H", "H", "H", "H", "N", "C", "C", "C", "C", "C", "H", "H", "H", "H", "H", "N", "C", "C", "C", "C", "C", "H", "H", "H", "H", "H", "N", "C", "C", "C", "C", "C", "H", "H", "H", "H", "H", "N", "C", "C", "C", "C", "C", "H", "H", "H", "H", "H", "N", "C", "C", "C", "C", "C", "H", "H", "H", "H", "H", "N", "C", "C", "C", "C", "C", "H", "H", "H", "H", "H"], "xyz": [[0.3236, -2.2765, 2.5580], [1.0146, -1.1818, 2.9209], [0.6695, -0.4479, 4.1865], [1.7370, -0.7755, 5.2269], [2.8059, 0.0761, 5.1456], [4.0148, -0.3772, 4.9001], [5.1819, 0.5047, 4.7713], [6.5056, -0.2461, 4.6385], [7.3110, -0.0143, 5.7849], [7.2589, 0.1448, 3.3554], [7.2000, 1.5697, 3.0127], [2.5222, 1.4001, 5.2820], [1.7365, 1.8777, 4.1067], [0.4456, 1.0637, 4.0464], [-0.3458, 1.4764, 2.7946], [-1.6294, 2.2497, 3.1466], [-2.2268, 2.9040, 1.9129], [-2.9871, 1.9408, 0.9715], [-3.2275, 0.6690, 1.5398], [-2.6774, -0.4241, 0.8325], [-0.5504, -2.5812, 3.1180], [0.5992, -2.9040, 1.7249], [1.8077, -0.8262, 2.2715], [-0.2540, -0.8755, 4.5625], [2.0692, -1.7084, 5.0037], [4.1720, -1.3660, 4.7887], [5.0042, 1.1916, 3.9478], [5.2609, 1.1198, 5.6648], [6.3565, -1.3262, 4.6159], [7.9062, 0.7171, 5.6105], [6.8925, -0.4307, 2.5096], [8.3074, -0.1190, 3.4785], [7.1607, 2.1562, 3.8371], [6.3704, 1.7566, 2.4643], [3.3382, 1.9588, 5.4921], [1.4648, 2.9088, 4.3009], [2.3114, 1.8230, 3.1829], [-0.1355, 1.3858, 4.9085], [0.2738, 2.1579, 2.2103], [-0.6332, 0.6381, 2.1679], [-2.3084, 1.5241, 3.5875], [-1.3870, 2.9974, 3.9009], [-2.9062, 3.6946, 2.2172], [-1.4185, 3.3748, 1.3553], [-3.9560, 2.3900, 0.7602], [-2.4901, 1.8761, 0.0052], [-1.7599, -0.1428, 0.3094], [-2.4118, -1.1925, 1.5541], [-3.3766, -0.8379, 0.1068], [-5.2412, 2.5362, -2.0109], [-5.4992, 1.2550, -1.7486], [-6.7701, 0.7533, -1.5244], [-7.8389, 1.6319, -1.5736], [-7.5936, 2.9673, -1.8451], [-6.2813, 3.3659, -2.0566], [-4.6323, 0.6023, -1.7174], [-6.9196, -0.2970, -1.3188], [-8.8472, 1.2786, -1.4053], [-8.3995, 3.6864, -1.8936], [-6.0458, 4.4019, -2.2751], [10.4403, 6.5372, 3.8733], [10.5076, 5.2865, 4.3235], [9.7194, 4.2512, 3.8394], [8.8114, 4.5347, 2.8327], [8.7301, 5.8306, 2.3555], [9.5624, 6.7937, 2.9056], [11.2322, 5.1104, 5.1109], [9.8211, 3.2505, 4.2396], [8.1693, 3.7634, 2.4264], [8.0310, 6.0888, 1.5713], [9.5287, 7.8213, 2.5611], [-8.6062, -1.0148, -3.9059], [-9.0473, -2.2206, -3.5483], [-8.9767, -3.3396, -4.3632], [-8.4202, -3.1964, -5.6230], [-7.9575, -1.9510, -6.0150], [-8.0727, -0.8977, -5.1203], [-9.4783, -2.2874, -2.5551], [-9.3462, -4.2953, -4.0199], [-8.3492, -4.0452, -6.2919], [-7.5176, -1.7975, -6.9914], [-7.7208, 0.0941, -5.3840], [-2.7057, -3.8244, 1.7924], [-1.9808, -4.3989, 0.8341], [-1.9628, -5.7637, 0.5962], [-2.7441, -6.5800, 1.3984], [-3.5061, -5.9998, 2.3989], [-3.4519, -4.6230, 2.5538], [-1.3849, -3.7228, 0.2283], [-1.3547, -6.1748, -0.1977], [-2.7597, -7.6510, 1.2447], [-4.1301, -6.5995, 3.0464], [-4.0354, -4.1284, 3.3224], [-7.5196, -6.3746, -3.3713], [-7.9647, -7.5766, -3.0108], [-7.8988, -8.6976, -3.8247], [-7.3415, -8.5629, -5.0854], [-6.8739, -7.3191, -5.4776], [-6.9851, -6.2629, -4.5861], [-8.3967, -7.6384, -2.0180], [-8.2760, -9.6496, -3.4779], [-7.2730, -9.4129, -5.7518], [-6.4324, -7.1692, -6.4534], [-6.6303, -5.2727, -4.8497], [4.3131, 4.1050, 2.1739], [3.4543, 4.4155, 1.2023], [3.0625, 5.7127, 0.9108], [3.5867, 6.7470, 1.6697], [4.4805, 6.4448, 2.6846], [4.8090, 5.1158, 2.8910], [3.0661, 3.5790, 0.6313], [2.3646, 5.9057, 0.1083], [3.3040, 7.7726, 1.4724], [4.9146, 7.2198, 3.3007], [5.5086, 4.8297, 3.6698], [-5.1523, -1.7401, -9.8078], [-4.7448, -2.0910, -8.5907], [-3.7833, -1.3992, -7.8702], [-3.2082, -0.2803, -8.4502], [-3.6180, 0.0982, -9.7179], [-4.5905, -0.6623, -10.3502], [-5.2202, -2.9742, -8.1763], [-3.4952, -1.7297, -6.8816], [-2.4532, 0.2881, -7.9224], [-3.1954, 0.9642, -10.2080], [-4.9419, -0.3988, -11.3415], [8.8340, 0.3190, -2.8768], [8.0199, -0.4813, -2.1946], [7.7975, -0.3666, -0.8303], [8.4601, 0.6339, -0.1366], [9.3134, 1.4741, -0.8318], [9.4630, 1.2750, -2.1966], [7.5243, -1.2519, -2.7751], [7.1220, -1.0472, -0.3281], [8.3108, 0.7551, 0.9280], [9.8514, 2.2669, -0.3300], [10.1189, 1.9112, -2.7801]], "mulliken_charge": [-1.0282, -0.1177, -0.1403, -0.2486, 0.1302, -0.0278, -0.5557, -0.2239, -0.6060, -1.0151, -0.3590, -0.2512, -1.1391, 0.2784, -0.6180, -0.5092, -1.0871, -0.3256, -0.4164, -0.8064, 0.2105, 0.3158, 0.3820, 0.4618, 0.3741, 0.3005, 0.3328, 0.3552, 0.5067, 0.3837, 0.2506, 0.4506, 0.2878, 0.2088, 0.4215, 0.4664, 0.3363, 0.4950, 0.4307, -0.0898, 0.3374, 0.4973, 0.3358, 0.4154, 0.3237, 0.3460, 0.3729, 0.2477, 0.2883, -0.5711, -0.1857, -0.3299, -0.1358, -0.3852, -0.3157, 0.4352, 0.3497, 0.3666, 0.3752, 0.3913, -0.5416, -0.3383, -0.4057, -0.0704, -0.6134, -0.2634, 0.3512, 0.4077, 0.7137, 0.4318, 0.3580, -0.3559, -0.3212, -0.3204, -0.2521, -0.4069, -0.3698, 0.3543, 0.3305, 0.5222, 0.4430, 0.3825, -0.1667, 0.0380, -0.9536, -0.1104, -0.5889, -0.2412, 0.4794, 0.3733, 0.3906, 0.3745, 0.3998, -0.4966, -0.2706, -0.3562, -0.2138, -0.4897, -0.3406, 0.3766, 0.3663, 0.3728, 0.3643, 0.6893, -0.1502, -0.3019, -0.6080, -0.1537, -0.8146, -0.0807, 0.4488, 0.3998, 0.4037, 0.4154, 0.4708, -0.5412, -0.3149, -0.3659, -0.2242, -0.3429, -0.1801, 0.5472, 0.3463, 0.3661, 0.3518, 0.3656, -0.5443, -0.3282, -0.3768, 0.2619, -0.5925, -0.2493, 0.3367, 0.3516, 0.3428, 0.3992, 0.3561]}

{"formula": "C21H50ClN11O5P3S", "method": "ωB97M-V with the def2-TZVPD basis set", "homo_lumo_gap_ev": 5.7, "e_homo_ev": -9.9, "charge": 1, "symbols": ["C", "C", "O", "C", "O", "C", "C", "C", "N", "C", "N", "C", "P", "O", "Cl", "N", "N", "N", "C", "S", "H", "H", "H", "H", "H", "H", "H", "H", "H", "H", "H", "H", "H", "H", "O", "P", "N", "C", "C", "N", "C", "C", "N", "C", "C", "H", "H", "H", "H", "H", "H", "H", "H", "H", "H", "H", "H", "H", "H", "H", "H", "H", "H", "O", "P", "N", "C", "C", "N", "C", "C", "N", "C", "C", "H", "H", "H", "H", "H", "H", "H", "H", "H", "H", "H", "H", "H", "H", "H", "H", "H", "H"], "xyz": [[7.3941, 0.9583, 1.0780], [7.3032, -0.2892, 1.9497], [6.9827, -1.4950, 1.2233], [5.7790, -1.4587, 0.5982], [5.6850, -1.0869, -0.5387], [4.5449, -1.9525, 1.3527], [3.3513, -1.8954, 0.4009], [2.0472, -2.4558, 1.0048], [0.9308, -1.7790, 0.3051], [-0.1158, -1.2882, 0.9316], [-0.3772, -1.3489, 2.2728], [-1.5179, -0.7107, 2.4119], [-2.4088, -0.4063, 4.0344], [-3.9233, -0.8891, 3.6522], [-2.3799, 1.6724, 4.1012], [-2.0131, -0.2429, 1.2499], [-1.1032, -0.6278, 0.3113], [-1.1605, -0.3339, -1.0735], [-0.4852, 0.7098, -1.2616], [0.3335, 1.9853, -1.4451], [8.1274, 0.8586, 0.2775], [7.5900, 1.8336, 1.6992], [6.4380, 1.1477, 0.5800], [8.2829, -0.4639, 2.3904], [6.5555, -0.1269, 2.7343], [4.7092, -2.9662, 1.7282], [4.3520, -1.3080, 2.2158], [3.5379, -2.3902, -0.5528], [3.1596, -0.8383, 0.1943], [1.9257, -3.5283, 0.8583], [1.9998, -2.1759, 2.0566], [1.0294, -1.7151, -0.6966], [-3.9231, -1.1698, 2.7230], [-2.8438, 0.2962, 1.0514], [-5.2245, -3.2059, 0.3974], [-6.2113, -4.3550, 0.5320], [-6.5199, -4.2576, 2.2123], [-6.5539, -5.3395, 3.1737], [-7.0792, -3.0063, 2.6983], [-5.1279, -5.6302, 0.0706], [-4.4025, -6.3965, 1.0647], [-4.2383, -5.2822, -1.0310], [-7.5565, -5.3562, 0.1974], [-8.8870, -4.7848, 0.4082], [-7.5712, -6.7278, -0.2880], [-7.1868, -6.1787, 2.8597], [-6.9557, -4.9973, 4.1269], [-5.5522, -5.7145, 3.3896], [-8.1766, -3.0043, 2.6894], [-6.7372, -2.1755, 2.0785], [-6.7449, -2.7959, 3.7168], [-3.7795, -5.7604, 1.7107], [-3.7527, -7.1240, 0.5745], [-5.0799, -6.9883, 1.6812], [-3.3740, -4.6928, -0.6987], [-4.7671, -4.7028, -1.7883], [-3.8732, -6.1911, -1.5154], [-9.3036, -5.1054, 1.3691], [-9.5782, -5.0747, -0.3834], [-8.8472, -3.6954, 0.4015], [-7.4115, -7.4317, 0.5329], [-6.8303, -6.9076, -1.0592], [-8.5366, -6.9646, -0.7417], [3.9695, 4.7867, -0.3772], [3.4429, 5.5700, -1.5586], [4.1590, 4.6774, -2.8368], [4.8410, 5.2021, -4.0015], [3.8198, 3.2665, -2.9345], [4.2213, 7.0767, -1.2084], [5.4926, 7.4275, -1.8148], [4.2398, 7.4164, 0.2120], [2.3081, 6.3706, -2.5670], [1.2977, 5.5302, -3.2004], [2.1987, 7.7865, -2.8809], [4.2671, 5.9755, -4.5277], [5.0259, 4.4132, -4.7302], [5.8210, 5.6044, -3.7429], [2.9296, 3.1017, -3.5618], [3.6174, 2.8503, -1.9449], [4.6437, 2.6858, -3.3527], [6.2757, 6.6870, -1.6022], [5.8293, 8.3960, -1.4409], [5.3950, 7.5560, -2.8937], [5.0384, 6.8978, 0.7540], [3.2917, 7.1574, 0.6847], [4.3791, 8.4932, 0.3340], [1.5652, 5.2967, -4.2372], [0.3121, 5.9985, -3.1952], [1.2108, 4.5922, -2.6506], [2.9013, 8.0661, -3.6701], [2.3656, 8.4200, -2.0166], [1.1927, 8.0255, -3.2363]], "mulliken_charge": [-0.9614, -0.2517, -0.3787, 0.4841, -0.5151, -0.6493, -0.3770, -0.8369, -0.1482, 0.6027, -0.5024, 0.3189, 0.1993, -0.3247, -0.1864, -0.2161, 0.8419, -1.0963, 0.7938, -0.2447, 0.2803, 0.3802, 0.2471, 0.3090, 0.2754, 0.2985, 0.3592, 0.3847, 0.3119, 0.2919, 0.4441, 0.3049, 0.3515, 0.1953, -0.8285, 0.7414, 0.1555, -1.0191, -1.2068, 0.2764, -1.0995, -1.0730, 0.0504, -1.1252, -0.8482, 0.2649, 0.4548, 0.2702, 0.3204, 0.3638, 0.4354, 0.2646, 0.3832, 0.3058, 0.2499, 0.3599, 0.3508, 0.3079, 0.4040, 0.3402, 0.2546, 0.2684, 0.3690, -0.8513, 0.7834, 0.1083, -1.0574, -1.0648, 0.2570, -1.1304, -1.1124, 0.1217, -0.7282, -0.8897, 0.2712, 0.4575, 0.2849, 0.2963, 0.2753, 0.4599, 0.3091, 0.3825, 0.3080, 0.3172, 0.3606, 0.3395, 0.2939, 0.4283, -0.1141, 0.2695, 0.2694, 0.3779]}